[1]
C9H17Br2F3O6PS | ωB97M-V/def2-TZVPD

```
39
Properties=species:S:1:pos:R:3:forces:R:3
O 0.649315 -1.698357 0.370534 0.15 0.94 -0.37
S 1.434905 -2.303740 -0.654695 0.02 -1.48 0.17
O 1.861719 -3.646513 -0.413672 0.10 0.01 -0.55
O 0.574117 -2.339934 -2.038220 1.09 0.68 0.71
C 2.923253 -1.325761 -1.044732 -0.39 0.60 0.11
C 3.417092 -0.500792 0.191904 0.13 -0.12 -0.94
C 3.790408 0.945329 -0.266217 0.44 0.57 0.92
C 3.101913 2.076814 0.549187 0.80 -0.32 -0.08
P 1.190928 2.006100 0.535157 -0.67 -0.11 0.40
C -0.704960 1.851565 0.649262 0.09 0.45 -0.05
C -1.407245 2.039841 -0.723538 -0.79 0.48 0.60
C -2.408357 0.937752 -1.102963 0.19 0.24 0.31
F -1.695995 -0.132967 -1.589533 -0.34 0.11 0.05
Br -3.638374 1.557414 -2.518765 1.23 0.56 -0.34
C -3.293882 0.414559 0.107207 -1.80 -0.92 -1.36
F -2.704998 -0.603003 0.694986 0.66 0.67 0.44
F -3.588131 1.400820 0.987447 0.71 -0.03 -0.14
Br -5.038254 -0.257353 -0.551781 -0.18 1.45 0.15
H 0.342537 -1.413993 -2.245967 -0.39 -0.36 0.08
H 3.739182 -1.961901 -1.412432 -0.65 -0.24 0.12
H 2.639909 -0.673620 -1.890283 0.08 -0.11 0.49
H 4.321382 -1.007759 0.569878 -0.40 0.25 -0.06
H 2.684362 -0.530254 1.013033 0.13 0.16 -0.44
H 3.618998 1.148625 -1.336454 -0.08 -0.44 0.29
H 4.881429 1.057579 -0.107192 -0.43 0.05 -0.28
H 3.477210 3.047923 0.166256 -0.32 -0.31 0.16
H 3.443434 2.006217 1.602776 -0.24 0.03 -0.41
H 1.175925 0.829234 -0.280944 0.28 0.20 -0.14
H 1.082696 3.254072 -0.168859 0.08 -0.26 0.09
H 1.214028 2.004041 1.982822 -0.01 0.06 -0.22
H -0.926837 0.901003 1.162776 0.12 0.23 -0.37
H -1.027919 2.663163 1.332511 0.07 -0.41 -0.25
H -0.703966 2.197569 -1.564329 -0.22 -0.33 0.27
H -1.997559 2.971041 -0.652650 0.28 -0.37 -0.17
C -4.317972 -3.132265 1.437559 0.61 0.24 -0.39
O -3.253977 -3.371644 2.052314 0.12 0.19 -0.09
O -5.417934 -3.781872 2.007932 -0.04 -0.16 0.22
O -4.538496 -2.427183 0.438621 0.10 -1.91 0.85
H -4.899886 -4.201753 2.711064 -0.55 -0.26 0.21
```
Positions in Å, forces in eV/Å.

## Properties
energy: -190252.9758 eV
charge: -1
gap between HOMO and LUMO: 6.4 eV
multiplicity: 1

How is the electron density shared among the atoms? According to Mulliken, the charges in e are:
1. O -0.494
2. S 1.197
3. O -0.679
4. O -0.484
5. C -0.842
6. C -0.625
7. C -0.745
8. C -1.087
9. P 0.323
10. C -0.960
11. C -0.988
12. C 0.280
13. F -0.170
14. Br -0.128
15. C 0.522
16. F -0.136
17. F -0.272
18. Br -0.102
19. H 0.356
20. H 0.413
21. H 0.383
22. H 0.473
23. H 0.427
24. H 0.387
25. H 0.354
26. H 0.466
27. H 0.406
28. H -0.056
29. H -0.017
30. H -0.050
31. H 0.369
32. H 0.486
33. H 0.536
34. H 0.393
35. C 0.692
36. O -0.754
37. O -0.516
38. O -0.651
39. H 0.294

---

[2]
C14H20FeN4O4PS3 | ωB97M-V/def2-TZVPD

```
47
Properties=species:S:1:pos:R:3:forces:R:3
Fe 0.693750 0.202253 -0.818112 1.07 -1.44 1.12
N 0.744998 2.365972 6.461698 -0.03 0.08 0.51
C 0.139218 2.397146 5.193766 0.49 -0.12 -1.01
C 0.239793 3.542210 4.392317 -0.46 -0.18 -0.14
C -0.269122 3.551448 3.090310 0.08 -0.49 0.34
C -0.839161 2.389328 2.578161 0.02 -0.22 -0.47
C -0.892417 1.220233 3.339507 0.37 0.46 0.28
C -0.376400 1.221976 4.636281 -0.41 0.27 -0.33
S -1.543358 2.375579 0.903032 -0.37 0.70 0.78
O -2.730603 1.537700 1.108544 0.93 -0.20 -0.65
O -1.874964 3.782717 0.684806 0.31 -0.85 -0.35
N -0.431890 1.676237 0.013172 0.31 0.88 -1.87
C 0.448610 2.345914 -0.965017 0.19 5.40 -0.09
N 1.340340 1.698171 -2.012130 -3.77 -1.12 3.56
C 2.025323 2.505501 -2.826883 0.57 1.16 -0.75
C 1.960002 3.872475 -2.743603 0.38 -1.02 -0.47
C 1.159506 4.394981 -1.748632 -0.21 1.92 0.30
N 0.437474 3.679109 -0.862595 0.02 -2.68 0.10
H 0.764044 3.280275 6.900978 -0.07 -0.32 0.05
H 0.341148 1.655834 7.063657 0.10 0.32 -0.03
H 0.707743 4.443305 4.775544 0.01 -0.03 0.14
H -0.215368 4.444988 2.474859 -0.04 -0.20 0.01
H -1.324724 0.317745 2.916331 0.09 0.19 -0.01
H -0.393140 0.299171 5.207270 0.04 0.05 0.12
H 2.635291 2.007899 -3.570726 0.09 -0.11 -0.09
H 2.506858 4.511164 -3.420675 0.11 0.03 -0.11
H 1.060448 5.469667 -1.626913 0.08 0.11 -0.06
C -1.517358 -3.423591 -4.692123 -0.25 -0.15 0.10
C -0.214177 -2.878097 -4.142801 -0.23 0.00 -0.35
O -0.009168 -3.419207 -2.849824 -0.06 -0.41 0.24
P 0.311716 -2.416484 -1.608639 0.72 0.04 0.12
S 1.983954 -1.431826 -1.868959 0.85 -1.47 -0.86
S -1.168857 -1.183719 -1.237625 -1.23 -0.67 -0.19
O 0.491971 -3.523781 -0.431775 0.03 0.20 -0.58
C -0.567647 -4.421829 -0.157897 -0.18 -0.33 0.13
C -0.054419 -5.839442 -0.310515 0.24 -0.19 -0.11
H -1.700889 -3.052367 -5.704110 0.02 -0.01 0.03
H -2.357437 -3.133150 -4.052574 0.15 0.10 -0.07
H -1.499464 -4.518343 -4.714279 0.07 0.08 -0.06
H -0.241206 -1.784353 -4.133125 0.07 -0.06 0.18
H 0.619965 -3.190792 -4.778470 0.05 0.08 0.07
H -1.421658 -4.262778 -0.823439 0.06 0.13 0.05
H -0.901596 -4.251325 0.869989 -0.02 0.09 -0.07
H 0.295637 -6.013813 -1.333419 -0.13 0.08 0.09
H -0.838637 -6.565459 -0.078375 0.01 0.02 0.02
H 0.798852 -6.015875 0.352524 -0.14 0.05 0.00
H 1.677020 0.137234 0.550490 0.06 -0.18 0.37
```
Positions in Å, forces in eV/Å.

## Properties
energy: -105173.8033 eV
charge: -2
gap between HOMO and LUMO (alpha / beta): 2.8 / 5.6 eV
⟨S²⟩: 8.785
multiplicity: 6

How is the electron density shared among the atoms? According to Mulliken, the charges in e are:
1. Fe -0.573
2. N -0.637
3. C 1.065
4. C -0.578
5. C -0.310
6. C -0.271
7. C -0.562
8. C -0.542
9. S 0.982
10. O -0.741
11. O -0.687
12. N 0.039
13. C 0.606
14. N -0.429
15. C -0.071
16. C -0.550
17. C -0.467
18. N -0.478
19. H 0.241
20. H 0.243
21. H 0.199
22. H 0.424
23. H 0.416
24. H 0.186
25. H 0.330
26. H 0.326
27. H 0.317
28. C -1.113
29. C -0.349
30. O -0.313
31. P 1.155
32. S -0.524
33. S -0.509
34. O -0.356
35. C -0.190
36. C -1.166
37. H 0.400
38. H 0.229
39. H 0.274
40. H 0.349
41. H 0.240
42. H 0.282
43. H 0.364
44. H 0.281
45. H 0.357
46. H 0.294
47. H -0.185

---

[3]
C3H10N | ωB97M-V/def2-TZVPD

```
14
Properties=species:S:1:pos:R:3:forces:R:3
C -2.856497 2.911344 -4.201824 0.04 0.93 -0.33
H -1.947105 3.502286 -4.276833 -0.10 0.30 -0.02
H -2.801592 2.160391 -4.976875 -0.21 -0.51 0.27
H -2.961412 2.609365 -3.185737 0.23 -1.05 0.63
H -3.743198 3.522008 -4.329437 0.04 0.33 -0.54
C 1.819508 -1.079727 3.290927 -0.46 -0.13 -1.08
C 1.056586 -2.154283 1.219897 0.34 1.47 0.61
N 1.964693 -1.971706 2.100244 -0.59 -0.90 -0.09
H 1.788831 -0.055787 2.923881 0.25 0.03 0.09
H 0.850962 -1.302192 3.733545 0.24 -0.10 0.36
H 2.668675 -1.259482 3.923008 0.07 0.05 0.43
H 0.189871 -1.509992 1.369165 -0.19 -0.40 -0.49
H 1.215161 -2.766629 0.341637 -0.09 -0.28 0.21
H 2.755517 -2.605595 2.068401 0.43 0.26 -0.04
```
Positions in Å, forces in eV/Å.

## Properties
energy: -4755.2947 eV
charge: +1
gap between HOMO and LUMO: 8.8 eV
ΔE to the lowest compared entry with this formula, charge and spin: 1.570 eV
multiplicity: 1

How is the electron density shared among the atoms? According to Mulliken, the charges in e are:
1. C -0.938
2. H 0.235
3. H 0.227
4. H 0.235
5. H 0.241
6. C -0.791
7. C -0.098
8. N -0.025
9. H 0.345
10. H 0.341
11. H 0.325
12. H 0.293
13. H 0.287
14. H 0.322

---

[4]
C12H22InO8 | ωB97M-V/def2-TZVPD

```
43
Properties=species:S:1:pos:R:3:forces:R:3
In 0.434397 -0.685290 -0.218786 0.02 0.01 -0.03
C 4.645807 4.818360 -4.261726 -0.27 1.96 0.77
C 4.898407 3.346140 -4.350756 -1.28 -2.07 1.57
O 4.206747 2.652620 -3.312746 1.36 1.29 -2.58
H 3.650897 5.211000 -4.471676 -0.18 -0.67 -0.30
H 5.344437 5.214600 -4.998616 0.02 0.49 0.23
H 4.849707 5.142510 -3.241216 0.41 0.25 -0.16
H 5.974067 3.336490 -4.174776 0.40 -0.49 0.40
H 4.727707 3.084170 -5.394946 -0.52 -0.88 0.12
C 4.613187 -8.013650 -1.766576 0.53 0.45 -0.57
C 3.370747 -7.460430 -1.037516 0.18 1.91 -1.93
O 2.986017 -6.096320 -1.306336 1.09 -3.07 0.68
H 4.516297 -8.022430 -2.852226 -0.40 0.33 -0.08
H 4.872757 -9.049900 -1.549986 -0.49 -0.07 0.59
H 5.526277 -7.452830 -1.566966 -0.13 0.26 0.17
H 3.634787 -7.525360 0.018034 -0.26 0.23 0.85
H 2.540937 -8.145030 -1.213166 -0.53 0.09 0.30
C -7.216193 -6.385620 5.668034 1.22 -0.77 0.28
C -5.669933 -6.761800 5.447294 -1.04 0.72 0.01
C -5.246983 -7.684290 4.274484 -1.73 -0.51 0.96
O -4.362593 -6.958480 3.477374 0.17 1.41 -0.61
C -4.375343 -5.669790 3.877604 2.78 2.50 0.71
O -3.706303 -4.739940 3.409294 -2.25 -2.84 0.65
O -5.019413 -5.547410 5.076274 0.31 0.41 -0.99
H -7.755443 -7.139360 6.241774 0.07 -0.54 -0.50
H -7.723683 -6.151950 4.732114 0.14 -0.27 -0.09
H -7.372223 -5.526850 6.320934 0.77 0.31 -0.15
H -5.177033 -7.168740 6.330214 -0.37 0.45 0.40
H -6.163413 -7.883030 3.718834 0.27 -0.68 -0.29
H -4.725483 -8.555320 4.671274 -0.32 -0.16 -0.40
C 1.475847 9.857830 -1.832056 0.36 0.98 -0.27
C 0.569077 9.168300 -0.833726 0.73 0.60 -0.77
C -0.876413 9.137590 -1.280226 -0.08 3.21 0.14
O -1.191523 7.825630 -1.390996 -3.14 -0.84 -0.69
C -0.208853 7.047560 -1.137486 2.30 -3.87 -0.02
O -0.259133 5.817990 -1.228496 0.53 3.06 0.51
O 0.897267 7.798890 -0.832166 -0.10 -1.94 0.48
H 2.506237 9.970010 -1.494706 -0.05 -0.27 0.18
H 1.138957 10.873410 -2.039926 -0.21 0.19 0.30
H 1.501387 9.409750 -2.825376 -0.20 -0.54 0.18
H 0.694807 9.594110 0.161744 0.04 -0.16 0.05
H -0.991553 9.661580 -2.229046 -0.07 -0.23 -0.23
H -1.535263 9.655270 -0.583056 -0.11 -0.24 0.15
```
Positions in Å, forces in eV/Å.

## Properties
energy: -34337.3591 eV
charge: +1
gap between HOMO and LUMO: 1.5 eV
multiplicity: 1

How is the electron density shared among the atoms? According to Mulliken, the charges in e are:
1. In 1.000
2. C -0.951
3. C -0.053
4. O -0.371
5. H 0.319
6. H 0.306
7. H 0.295
8. H 0.209
9. H 0.262
10. C -0.956
11. C -0.103
12. O -0.367
13. H 0.294
14. H 0.338
15. H 0.280
16. H 0.237
17. H 0.262
18. C -1.272
19. C 0.320
20. C -0.390
21. O -0.297
22. C 0.666
23. O -0.588
24. O -0.333
25. H 0.373
26. H 0.322
27. H 0.347
28. H 0.275
29. H 0.274
30. H 0.303
31. C -1.462
32. C 0.541
33. C -0.457
34. O -0.301
35. C 0.696
36. O -0.608
37. O -0.340
38. H 0.348
39. H 0.394
40. H 0.355
41. H 0.251
42. H 0.274
43. H 0.308

---

[5]
C6H8 | ωB97M-V/def2-TZVPD

```
14
Properties=species:S:1:pos:R:3:forces:R:3
C 1.327968 -0.005759 0.503900 0.79 -0.43 -0.02
C 0.187928 -0.938561 0.299310 -0.24 -0.10 0.20
C -1.102210 -0.326403 0.705429 -0.13 0.11 0.09
C -0.882431 0.981341 -0.047734 -0.85 0.16 -0.50
C -0.234655 0.749221 -1.211218 0.00 0.23 0.21
C 0.578657 -0.470513 -1.047565 0.23 0.08 0.19
H 1.395361 1.049195 0.386439 -0.88 0.38 0.06
H 1.896430 -0.251320 1.397761 1.48 -1.09 -0.88
H 0.508900 -1.952231 0.545439 -0.45 0.13 0.11
H -1.189316 -0.293591 1.793001 -0.08 0.31 -0.10
H -1.987422 -0.816532 0.278767 -0.01 -0.02 0.23
H -1.177153 1.949970 0.335846 -0.68 -0.06 -0.42
H -0.187563 1.433861 -2.051016 0.37 0.05 0.24
H 0.865504 -1.108678 -1.888358 0.46 0.26 0.60
```
Positions in Å, forces in eV/Å.

## Properties
energy: -6347.6628 eV
charge: 0
gap between HOMO and LUMO: 9.6 eV
ΔE to the lowest compared entry with this formula, charge and spin: 3.121 eV
structure (SMILES): C1=C[C@H]2C[C@H]2C1
multiplicity: 1

How is the electron density shared among the atoms? According to Mulliken, the charges in e are:
1. C -0.763
2. C -0.319
3. C -0.245
4. C -0.684
5. C -0.429
6. C -0.404
7. H 0.319
8. H 0.374
9. H 0.417
10. H 0.325
11. H 0.272
12. H 0.358
13. H 0.400
14. H 0.380

---

[6]
C3H10NO2 | ωB97M-V/def2-TZVPD

```
16
Properties=species:S:1:pos:R:3:forces:R:3
O 0.973375 -1.120003 -3.460090 -0.11 -0.31 0.09
C 0.972717 0.036301 -3.159274 0.18 0.25 -0.08
H 0.229730 0.745814 -3.557257 -0.05 0.06 -0.01
H 1.744617 0.450599 -2.480805 -0.03 0.07 0.01
C -0.783471 -0.334756 0.218752 0.11 0.11 0.02
O -1.811341 0.350668 -0.435209 0.01 0.04 -0.08
C -0.416671 0.548647 1.399057 -0.02 -0.14 0.02
N 0.674125 -0.116875 2.208537 -0.11 0.05 -0.12
H 0.093206 -0.478232 -0.426207 0.00 -0.07 0.01
H -1.112601 -1.311746 0.581629 -0.01 -0.18 0.02
H -2.072331 -0.134492 -1.225956 -0.07 0.02 0.00
H -0.043009 1.514036 1.071642 0.02 0.06 0.01
H -1.271364 0.689400 2.056507 0.01 0.03 0.01
H 1.524150 -0.231211 1.655480 0.06 -0.04 -0.05
H 0.382821 -1.045021 2.524211 0.00 0.01 0.03
H 0.916047 0.436871 3.028983 0.00 0.04 0.12
```
Positions in Å, forces in eV/Å.

## Properties
energy: -8850.1692 eV
charge: +1
gap between HOMO and LUMO: 9.0 eV
ΔE to the lowest compared entry with this formula, charge and spin: 2.172 eV
multiplicity: 1

How is the electron density shared among the atoms? According to Mulliken, the charges in e are:
1. O -0.365
2. C -0.171
3. H 0.284
4. H 0.256
5. C -0.293
6. O -0.488
7. C -0.573
8. N -0.295
9. H 0.245
10. H 0.322
11. H 0.336
12. H 0.326
13. H 0.334
14. H 0.357
15. H 0.361
16. H 0.365

---

Question: What is the formula in the third record?
Answer: C3H10N